# 1
{"formula": "C31H83N4O12S10", "method": "ωB97M-V/def2-TZVPD", "charge": -1, "gap_ev": 2.8, "homo_ev": -1.4, "lumo_energy_ev": 1.399, "elements": ["C", "C", "C", "O", "O", "C", "C", "C", "C", "C", "C", "N", "C", "C", "N", "N", "N", "H", "H", "H", "H", "H", "H", "H", "H", "H", "H", "H", "H", "H", "H", "H", "H", "H", "H", "H", "H", "H", "H", "H", "C", "S", "O", "C", "H", "H", "H", "H", "H", "H", "C", "S", "O", "C", "H", "H", "H", "H", "H", "H", "C", "S", "O", "C", "H", "H", "H", "H", "H", "H", "C", "S", "O", "C", "H", "H", "H", "H", "H", "H", "C", "S", "O", "C", "H", "H", "H", "H", "H", "H", "C", "S", "O", "C", "H", "H", "H", "H", "H", "H", "C", "S", "O", "C", "H", "H", "H", "H", "H", "H", "C", "S", "O", "C", "H", "H", "H", "H", "H", "H", "C", "S", "O", "C", "H", "H", "H", "H", "H", "H", "C", "S", "O", "C", "H", "H", "H", "H", "H", "H"], "positions_angstrom": [[3.835, -1.646, -2.447], [3.256, -0.380, -1.873], [3.033, 0.991, -2.805], [3.424, 2.136, -2.241], [2.486, 0.813, -4.158], [1.682, 1.961, -4.600], [0.097, 1.907, -4.156], [-0.179, 2.170, -2.562], [-1.212, 3.461, -2.304], [-2.678, 2.993, -1.703], [-3.867, 2.902, -2.852], [-3.533, 1.821, -3.859], [-4.649, 0.813, -4.014], [-4.426, -0.600, -3.207], [-4.115, -1.745, -4.172], [-5.703, -0.880, -2.436], [-3.249, -0.535, -2.226], [4.313, -1.635, -3.539], [3.872, -2.658, -1.858], [3.017, -0.411, -0.711], [1.682, 1.923, -5.794], [2.110, 3.012, -4.317], [-0.429, 2.808, -4.737], [-0.426, 0.928, -4.570], [-0.762, 1.209, -2.163], [0.781, 2.399, -1.926], [-1.303, 4.158, -3.251], [-0.719, 4.141, -1.457], [-3.030, 3.767, -0.865], [-2.598, 1.918, -1.215], [-3.986, 3.974, -3.339], [-4.875, 2.692, -2.249], [-4.691, 0.532, -5.171], [-5.711, 1.274, -3.754], [-4.972, -1.913, -4.757], [-3.285, -1.486, -4.757], [-5.507, -1.762, -1.899], [-5.814, -0.102, -1.727], [-3.628, -0.331, -1.267], [-2.872, -1.526, -2.153], [1.999, 1.823, 3.501], [2.389, 0.759, 2.090], [1.926, -0.627, 2.428], [4.183, 0.804, 2.319], [0.913, 1.910, 3.580], [2.395, 1.384, 4.419], [2.430, 2.813, 3.341], [4.442, 0.430, 3.312], [4.540, 1.830, 2.199], [4.647, 0.169, 1.560], [-8.118, 0.119, 0.668], [-6.659, 0.855, 1.445], [-5.467, 0.477, 0.615], [-6.669, -0.216, 2.903], [-8.287, 0.612, -0.292], [-7.954, -0.949, 0.504], [-8.988, 0.271, 1.311], [-6.596, -1.262, 2.598], [-7.588, -0.052, 3.469], [-5.809, 0.040, 3.528], [-5.116, -4.707, 2.247], [-6.516, -4.454, 3.364], [-6.428, -3.050, 3.885], [-5.911, -5.555, 4.666], [-5.257, -4.079, 1.364], [-4.185, -4.426, 2.745], [-5.077, -5.755, 1.942], [-4.930, -5.222, 5.012], [-5.846, -6.575, 4.279], [-6.618, -5.530, 5.499], [1.923, 1.298, 9.449], [2.955, 0.503, 8.193], [3.317, 1.547, 7.179], [1.632, -0.508, 7.484], [2.537, 2.013, 10.002], [1.094, 1.825, 8.972], [1.540, 0.542, 10.138], [0.821, 0.133, 7.131], [1.259, -1.203, 8.240], [2.039, -1.074, 6.643], [7.091, 1.404, -4.926], [5.935, 0.051, -5.251], [6.705, -1.050, -5.918], [4.998, 0.915, -6.535], [7.807, 1.075, -4.170], [7.625, 1.666, -5.843], [6.541, 2.271, -4.551], [5.664, 1.208, -7.350], [4.520, 1.798, -6.105], [4.230, 0.240, -6.920], [-4.002, -1.728, 6.046], [-2.194, -1.682, 6.065], [-1.782, -0.305, 6.495], [-1.990, -1.775, 4.270], [-4.363, -1.643, 7.074], [-4.390, -0.894, 5.456], [-4.339, -2.676, 5.622], [-2.505, -0.939, 3.792], [-2.395, -2.723, 3.906], [-0.924, -1.725, 4.038], [8.804, -1.165, 2.220], [7.833, -1.050, 0.698], [6.404, -0.820, 1.091], [7.997, -2.794, 0.244], [8.809, -0.186, 2.704], [8.357, -1.900, 2.893], [9.830, -1.454, 1.977], [7.601, -3.426, 1.042], [9.050, -3.027, 0.068], [7.431, -2.970, -0.673], [6.822, 1.338, -10.389], [6.301, 3.032, -10.028], [4.865, 2.980, -9.596], [6.332, 3.602, -11.744], [6.839, 0.772, -9.454], [6.119, 0.871, -11.082], [7.825, 1.349, -10.822], [5.660, 2.993, -12.353], [7.352, 3.537, -12.132], [6.002, 4.643, -11.772], [-9.703, 1.350, -4.750], [-9.056, 2.018, -3.199], [-10.105, 1.812, -2.147], [-9.125, 3.754, -3.705], [-9.784, 0.265, -4.655], [-10.691, 1.771, -4.955], [-9.017, 1.591, -5.566], [-10.149, 4.023, -3.975], [-8.459, 3.913, -4.555], [-8.797, 4.374, -2.867], [5.602, -2.355, 10.738], [4.631, -2.240, 9.217], [3.202, -2.010, 9.610], [4.795, -3.984, 8.763], [5.607, -1.376, 11.223], [5.155, -3.090, 11.412], [6.627, -2.644, 10.496], [4.399, -4.616, 9.561], [5.848, -4.217, 8.587], [4.228, -4.160, 7.846]]}



# 2
{"formula": "C16H41NO13P3", "method": "ωB97M-V/def2-TZVPD", "charge": 1, "gap_ev": 7.0, "homo_ev": -10.9, "lumo_energy_ev": -3.850, "elements": ["O", "C", "C", "C", "N", "C", "C", "C", "C", "H", "H", "H", "H", "H", "H", "H", "H", "H", "H", "H", "H", "H", "H", "C", "O", "P", "O", "O", "C", "O", "C", "H", "H", "H", "H", "H", "H", "H", "H", "H", "C", "O", "P", "O", "O", "C", "O", "C", "H", "H", "H", "H", "H", "H", "H", "H", "H", "C", "O", "P", "O", "O", "C", "O", "C", "H", "H", "H", "H", "H", "H", "H", "H", "H"], "positions_angstrom": [[-4.689, 1.066, 5.100], [-4.113, 1.910, 4.104], [-4.846, 3.225, 3.905], [-5.994, 3.136, 2.864], [-7.261, 2.839, 3.542], [-8.076, 3.735, 3.925], [-9.242, 3.124, 4.656], [-8.573, 1.814, 5.136], [-7.745, 1.493, 3.911], [-5.333, 1.548, 5.622], [-4.029, 1.354, 3.176], [-3.101, 2.139, 4.422], [-5.307, 3.507, 4.851], [-4.150, 3.989, 3.585], [-5.774, 2.367, 2.136], [-6.080, 4.115, 2.412], [-7.911, 4.787, 3.764], [-10.142, 3.010, 4.066], [-9.342, 3.738, 5.547], [-9.236, 0.992, 5.371], [-7.970, 2.043, 6.008], [-6.955, 0.757, 3.996], [-8.354, 1.182, 3.063], [-1.649, 1.315, -0.931], [-1.018, 0.412, -0.014], [-0.577, 1.015, 1.415], [-1.672, 1.869, 1.905], [0.633, 1.922, 0.818], [1.625, 1.350, -0.048], [0.220, 0.511, 2.712], [1.248, 1.338, 3.275], [-2.730, 1.222, -0.840], [-1.353, 2.348, -0.768], [-1.349, 1.012, -1.933], [1.584, 1.850, -1.012], [1.471, 0.288, -0.206], [2.607, 1.507, 0.400], [0.919, 2.373, 3.334], [2.169, 1.268, 2.702], [1.431, 0.946, 4.272], [-1.492, -2.669, -4.587], [-1.215, -2.480, -3.195], [0.220, -1.746, -2.840], [0.145, -0.675, -3.879], [1.118, -3.035, -3.272], [0.978, -4.280, -2.572], [1.418, -1.013, -1.988], [2.785, -1.233, -2.362], [-2.114, -1.852, -4.946], [-0.583, -2.726, -5.179], [-2.038, -3.609, -4.673], [0.645, -5.043, -3.273], [0.257, -4.218, -1.757], [1.948, -4.563, -2.166], [2.901, -1.162, -3.441], [3.145, -2.195, -2.009], [3.373, -0.456, -1.876], [6.846, -2.897, -5.401], [7.318, -3.474, -4.173], [7.315, -2.489, -2.900], [6.063, -1.724, -2.909], [8.575, -1.601, -3.451], [9.777, -2.246, -3.885], [7.815, -2.528, -1.374], [8.597, -1.444, -0.859], [5.796, -3.142, -5.537], [6.981, -1.819, -5.420], [7.432, -3.348, -6.200], [9.943, -2.014, -4.936], [9.732, -3.328, -3.770], [10.612, -1.862, -3.299], [8.174, -0.488, -1.158], [9.633, -1.515, -1.181], [8.567, -1.543, 0.224]]}



# 3
{"formula": "C14H25ClCuO2S", "method": "ωB97M-V/def2-TZVPD", "charge": 2, "gap_ev": [6.9, 5.6], "s2": 0.7535, "homo_ev": [-15.6, -15.6], "spin_multiplicity": 2, "lumo_energy_ev": [-8.702, -9.980], "e_above_lowest_kj_mol": 289.14, "elements": ["C", "C", "S", "C", "C", "C", "C", "C", "C", "O", "C", "O", "C", "C", "C", "C", "C", "Cl", "H", "H", "H", "H", "H", "H", "H", "H", "H", "H", "H", "H", "H", "H", "H", "H", "H", "H", "H", "H", "H", "H", "H", "H", "H", "Cu"], "positions_angstrom": [[-3.271, -1.458, 3.511], [-2.747, -0.317, 2.488], [-1.079, 0.330, 2.956], [0.284, -0.692, 2.235], [0.827, -0.208, 0.800], [0.671, -1.337, -0.344], [-0.876, -1.592, -0.788], [1.265, -2.773, 0.058], [1.477, -3.660, -1.296], [2.288, -0.248, 1.025], [3.132, 0.712, 0.363], [4.291, 0.570, -0.065], [2.162, 1.992, 0.275], [0.661, 1.357, 0.370], [0.058, 1.577, -1.112], [-0.053, 3.113, -1.567], [-0.960, 3.216, -2.924], [-1.109, 1.643, -3.846], [-2.540, -2.339, 3.407], [-4.275, -1.837, 3.080], [-3.369, -1.090, 4.588], [-2.689, -0.770, 1.442], [-3.462, 0.592, 2.433], [1.171, -0.613, 2.976], [-0.021, -1.808, 2.269], [1.288, -0.978, -1.256], [-0.894, -1.518, -1.944], [-1.238, -2.654, -0.549], [-1.599, -0.799, -0.400], [0.506, -3.291, 0.762], [2.285, -2.751, 0.568], [2.498, -3.385, -1.762], [0.691, -3.430, -2.096], [1.400, -4.785, -1.071], [2.348, 2.858, 1.019], [2.476, 2.469, -0.714], [0.172, 2.082, 1.104], [-1.012, 1.134, -1.090], [0.750, 1.023, -1.836], [0.983, 3.502, -1.852], [-0.534, 3.795, -0.778], [-0.488, 3.987, -3.649], [-2.018, 3.514, -2.585], [0.545, 4.869, -4.205]]}